# 1
{
  "formula": "C28H45CdN4O4PS4Sb2",
  "method": "ωB97M-V/def2-TZVPD",
  "total_charge": 0,
  "gap_ha": 0.241,
  "fmax_ev_per_a": 0.6,
  "total_energy_ha": -4196.32441,
  "elements": ["Cd", "C", "Sb", "C", "C", "C", "C", "C", "C", "C", "C", "C", "Sb", "C", "C", "H", "H", "H", "H", "H", "H", "H", "H", "H", "H", "H", "H", "H", "H", "H", "H", "H", "H", "H", "H", "O", "C", "S", "C", "C", "S", "S", "S", "C", "C", "O", "P", "O", "C", "C", "O", "C", "C", "H", "H", "H", "H", "H", "H", "H", "H", "H", "H", "H", "H", "H", "H", "H", "N", "C", "C", "C", "N", "H", "H", "H", "H", "C", "N", "C", "C", "N", "C", "H", "H", "H", "H", "H", "H"],
  "coordinates": [[0.1298, -0.4639, 0.0602], [-0.2622, 3.2444, 3.0457], [-0.6943, 2.3851, 1.1241], [-2.7132, 1.8850, 1.5959], [-0.9160, 4.3241, 0.1394], [-2.3251, 4.8165, 0.0100], [-2.9262, 5.4170, 1.1163], [-4.2434, 5.8405, 1.0886], [-4.9883, 5.6653, -0.0688], [-4.3981, 5.0921, -1.1817], [-3.0678, 4.6706, -1.1762], [-2.4904, 4.0330, -2.3997], [-2.2873, 1.8936, -2.0311], [-1.7303, 1.3469, -4.0207], [-4.3785, 1.5011, -2.2529], [0.4622, 4.0512, 2.9357], [0.1533, 2.5017, 3.7233], [-1.1864, 3.6437, 3.4638], [-3.2810, 2.7943, 1.7872], [-2.6860, 1.2645, 2.4920], [-3.1742, 1.3171, 0.7900], [-0.4012, 4.2647, -0.8159], [-0.3409, 4.9876, 0.7891], [-2.3399, 5.5505, 2.0195], [-4.6839, 6.3030, 1.9621], [-6.0220, 5.9828, -0.1092], [-4.9755, 4.9705, -2.0911], [-1.4987, 4.4224, -2.6333], [-3.1295, 4.1859, -3.2697], [-2.4395, 1.7761, -4.7274], [-1.7410, 0.2613, -4.1060], [-0.7262, 1.7065, -4.2436], [-4.7291, 1.9269, -3.1937], [-4.9299, 1.9472, -1.4258], [-4.5412, 0.4253, -2.2494], [-1.5737, -6.0180, -3.6816], [-1.3040, -5.0937, -2.9596], [0.2893, -4.8294, -2.2433], [-0.0610, -3.2965, -1.4563], [-1.2991, -2.7949, -1.6387], [-1.9951, -1.2920, -1.0333], [-2.3961, -3.7431, -2.6339], [1.2831, -2.6178, -0.5459], [3.2963, -1.6658, 5.0400], [3.4985, -1.9784, 3.5756], [3.8413, -0.7809, 2.8513], [2.7166, -0.1742, 1.8401], [3.6817, 0.3453, 0.6406], [4.3635, -0.6451, -0.1558], [5.8554, -0.4836, 0.0114], [2.3819, 1.2765, 2.4764], [3.3835, 2.2330, 2.8653], [3.5535, 2.2409, 4.3677], [3.0504, -2.5784, 5.5853], [2.4783, -0.9564, 5.1735], [4.1997, -1.2382, 5.4754], [2.5966, -2.4207, 3.1409], [4.3194, -2.6803, 3.4246], [4.0448, -0.4934, -1.1871], [4.0400, -1.6483, 0.1369], [6.1598, 0.5298, -0.2531], [6.3836, -1.1812, -0.6399], [6.1503, -0.6767, 1.0426], [3.0282, 3.2038, 2.5116], [4.3203, 2.0095, 2.3531], [2.5959, 2.4165, 4.8589], [4.2379, 3.0389, 4.6608], [3.9577, 1.2917, 4.7149], [2.0439, 1.8881, -1.4602], [2.9403, 2.0412, -2.4494], [2.7529, 0.9928, -3.3220], [1.7134, 0.2386, -2.7547], [1.2888, 0.7966, -1.6301], [1.9359, 2.4282, -0.6172], [3.6286, 2.8686, -2.4587], [3.2888, 0.7977, -4.2333], [1.2608, -0.6790, -3.0948], [-2.6932, -3.5373, 3.9076], [-1.8619, -2.4146, 3.5095], [-1.4145, -1.3920, 4.3126], [-0.6526, -0.5943, 3.5141], [-0.6296, -1.1125, 2.2436], [-1.3619, -2.2017, 2.2779], [-3.1151, -3.3288, 4.8874], [-2.1057, -4.4525, 3.9585], [-3.5053, -3.6649, 3.1949], [-1.6773, -1.3314, 5.3536], [-0.1048, 0.2961, 3.7734], [-1.5597, -2.8410, 1.4313]],
  "forces_ev_per_angstrom": [[-0.173, -0.267, -0.032], [-0.043, 0.012, 0.070], [-0.054, -0.170, -0.024], [-0.001, -0.008, 0.060], [0.026, 0.050, 0.064], [0.013, -0.037, -0.011], [0.011, -0.004, -0.012], [-0.032, 0.005, 0.002], [-0.017, 0.013, 0.028], [0.015, 0.007, -0.010], [0.030, -0.026, 0.015], [-0.011, -0.006, -0.014], [0.086, -0.046, -0.103], [0.006, 0.011, -0.028], [-0.018, 0.028, -0.015], [0.013, 0.009, -0.006], [-0.008, -0.010, -0.008], [0.032, 0.046, 0.045], [-0.040, 0.013, 0.000], [-0.012, 0.021, 0.040], [0.037, 0.009, 0.032], [0.003, -0.017, -0.065], [-0.014, 0.030, -0.040], [0.007, -0.005, 0.010], [-0.006, 0.002, 0.005], [-0.007, 0.009, 0.005], [-0.001, 0.002, -0.003], [0.028, 0.002, -0.028], [-0.017, 0.039, 0.027], [0.015, 0.001, -0.039], [-0.017, -0.013, 0.038], [0.009, 0.021, -0.001], [-0.019, -0.022, 0.012], [-0.001, 0.019, 0.003], [0.017, -0.027, -0.008], [-0.097, -0.173, 0.203], [0.184, 0.294, -0.473], [-0.043, -0.078, 0.124], [0.045, 0.097, 0.058], [-0.031, 0.021, 0.013], [0.063, -0.017, -0.061], [-0.067, -0.076, 0.109], [-0.036, -0.082, 0.017], [-0.013, -0.032, 0.030], [0.001, 0.013, -0.030], [0.012, -0.111, -0.053], [-0.039, 0.291, -0.117], [0.119, 0.090, 0.073], [-0.080, -0.023, 0.037], [0.026, -0.010, -0.033], [-0.035, -0.025, 0.067], [0.041, 0.003, -0.025], [0.010, 0.035, 0.005], [0.006, -0.001, 0.010], [-0.021, 0.000, -0.012], [0.010, 0.004, -0.008], [0.002, -0.002, 0.002], [-0.001, 0.017, 0.031], [0.034, 0.000, -0.003], [0.002, -0.013, -0.019], [0.002, 0.007, -0.004], [0.001, -0.013, -0.002], [-0.014, 0.006, 0.012], [0.008, -0.009, -0.001], [0.005, 0.001, 0.029], [-0.013, 0.003, 0.004], [0.008, -0.005, 0.002], [-0.002, -0.019, -0.008], [-0.080, 0.031, -0.054], [-0.008, 0.030, -0.001], [-0.035, 0.003, 0.008], [-0.068, 0.057, -0.047], [0.161, -0.054, 0.106], [0.036, -0.032, 0.019], [0.011, 0.008, -0.007], [0.006, -0.001, -0.014], [0.010, -0.025, 0.009], [-0.007, 0.023, 0.012], [0.022, 0.005, 0.003], [0.014, -0.030, 0.008], [0.081, -0.065, 0.041], [-0.027, 0.180, 0.003], [-0.038, -0.018, -0.071], [-0.007, -0.009, -0.009], [-0.005, -0.001, 0.003], [0.010, -0.018, 0.000], [0.001, 0.004, 0.021], [-0.009, 0.029, -0.005], [-0.012, -0.005, -0.013]],
  "mulliken_charge": [2.978, -1.444, -0.607, -1.062, -1.509, 0.901, -0.363, -0.657, -0.645, -0.805, 0.687, -1.646, 0.505, -1.328, -1.384, 0.513, 0.115, 0.549, 0.470, 0.458, 0.267, 0.363, 0.724, 0.317, 0.405, 0.392, 0.357, 0.541, 0.678, 0.438, 0.336, 0.375, 0.425, 0.400, 0.399, -0.597, 0.561, -0.165, 0.014, -0.291, -0.600, -0.172, -0.622, -1.174, -0.267, -0.371, 0.341, -0.297, 0.074, -1.494, 0.009, -0.196, -1.150, 0.408, 0.203, 0.316, 0.289, 0.346, 0.127, 0.258, 0.304, 0.436, 0.279, 0.348, 0.268, 0.249, 0.418, 0.208, 0.212, -0.503, -0.923, -0.696, 0.563, -0.088, 0.483, 0.474, 0.493, -0.892, 0.195, -0.681, -0.765, 0.747, -1.028, 0.307, 0.327, 0.347, 0.466, 0.311, 0.452]
}

=====

# 2
{
  "formula": "C28H45GeN2RuS5Si3",
  "method": "ωB97M-V/def2-TZVPD",
  "total_charge": 1,
  "spin_multiplicity": 5,
  "s_squared": 6.06,
  "gap_ha": [0.201, 0.214],
  "fmax_ev_per_a": 0.8,
  "total_energy_ha": -6234.55767,
  "e_above_lowest_kj_mol": 107.8,
  "elements": ["Ru", "S", "C", "N", "C", "C", "N", "C", "C", "C", "C", "C", "C", "C", "C", "S", "C", "C", "C", "C", "C", "C", "C", "H", "H", "H", "H", "H", "H", "H", "H", "H", "H", "H", "H", "H", "H", "H", "H", "H", "H", "S", "C", "S", "S", "C", "Si", "C", "C", "Ge", "Si", "C", "C", "C", "Si", "C", "C", "C", "H", "H", "H", "H", "H", "H", "H", "H", "H", "H", "H", "H", "H", "H", "H", "H", "H", "H", "H", "H", "H", "H", "H", "H", "H", "H", "H"],
  "coordinates": [[-1.4645, -0.0076, 0.7135], [0.7916, -0.0609, 0.9991], [1.2468, -1.6737, 0.5052], [2.5569, -1.9977, 0.4857], [2.9676, -3.2989, -0.0256], [1.9577, -4.3437, 0.3617], [0.6259, -3.9154, -0.0406], [-0.2820, -4.9757, -0.4909], [0.1340, -5.4998, -1.8459], [0.0942, -4.6563, -2.9540], [0.4935, -5.1192, -4.1979], [0.9369, -6.4291, -4.3442], [0.9770, -7.2730, -3.2453], [0.5786, -6.8068, -1.9975], [0.2768, -2.6229, 0.1117], [-1.3560, -2.1255, -0.2028], [3.6452, -1.1010, 0.8800], [4.2689, -1.5179, 2.1929], [3.4676, -1.7406, 3.3102], [4.0396, -2.1201, 4.5155], [5.4171, -2.2792, 4.6145], [6.2191, -2.0532, 3.5058], [5.6452, -1.6775, 2.2975], [3.9352, -3.5414, 0.4104], [3.0710, -3.2535, -1.1133], [1.9817, -4.5115, 1.4430], [2.1796, -5.2810, -0.1448], [-1.2923, -4.5809, -0.5135], [-0.2581, -5.7782, 0.2489], [-0.2607, -3.6362, -2.8407], [0.4535, -4.4628, -5.0578], [1.2478, -6.7894, -5.3167], [1.3177, -8.2947, -3.3555], [0.6053, -7.4692, -1.1383], [3.2633, -0.0847, 0.9352], [4.3951, -1.1254, 0.0878], [2.3919, -1.6097, 3.2400], [3.4119, -2.2886, 5.3819], [5.8619, -2.5758, 5.5551], [7.2930, -2.1739, 3.5783], [6.2743, -1.5041, 1.4305], [-5.7899, 0.3570, 1.8497], [-4.2365, 0.3410, 1.4196], [-3.5893, 0.3653, -0.2347], [-2.8640, 0.1771, 2.4845], [1.2865, 3.3113, 1.2815], [-0.5317, 3.6225, 1.6096], [-0.8303, 5.4479, 1.3148], [-1.0120, 3.1303, 3.3408], [-1.8718, 2.4342, -0.0980], [-1.0333, 2.4367, -2.3508], [-0.3168, 4.1445, -2.6547], [0.3065, 1.1428, -2.5484], [-2.4546, 2.1259, -3.5312], [-3.9423, 3.7622, -0.0679], [-3.5064, 5.3476, -0.9718], [-4.4061, 4.0512, 1.7221], [-5.3939, 3.0344, -0.9924], [1.8207, 4.1257, 1.7875], [1.5463, 3.3600, 0.2225], [1.6584, 2.3736, 1.6905], [-0.1221, 5.9868, 1.9564], [-1.8360, 5.7872, 1.5708], [-0.6205, 5.7368, 0.2816], [-0.4672, 3.7738, 4.0394], [-0.7425, 2.0980, 3.5533], [-2.0777, 3.2516, 3.5316], [0.4773, 4.3971, -1.9474], [-1.0807, 4.9214, -2.6001], [0.1210, 4.1733, -3.6582], [1.1286, 1.3041, -1.8455], [0.7101, 1.2047, -3.5644], [-0.0697, 0.1277, -2.3978], [-3.1616, 2.9603, -3.5079], [-3.0053, 1.2081, -3.3183], [-2.0683, 2.0512, -4.5521], [-2.5557, 5.8052, -0.7192], [-4.2961, 6.0716, -0.7361], [-3.5352, 5.1768, -2.0494], [-3.7225, 4.7162, 2.2534], [-4.4803, 3.1172, 2.2832], [-5.3981, 4.5178, 1.7274], [-5.1566, 2.7811, -2.0277], [-6.1467, 3.8327, -1.0112], [-5.8434, 2.1642, -0.5141]],
  "forces_ev_per_angstrom": [[-0.326, -0.450, -0.506], [0.167, 0.126, 0.483], [0.312, 0.111, -0.074], [-0.039, 0.084, 0.069], [0.007, 0.057, 0.013], [-0.062, 0.006, 0.029], [-0.101, 0.044, -0.011], [0.098, -0.009, -0.045], [0.006, 0.021, 0.031], [0.002, 0.004, -0.034], [-0.001, 0.003, 0.032], [0.003, -0.001, 0.003], [0.000, 0.008, 0.008], [-0.020, 0.002, -0.002], [-0.012, -0.344, -0.035], [0.001, 0.102, -0.255], [-0.023, -0.017, 0.034], [-0.009, -0.040, -0.002], [-0.002, -0.002, 0.031], [-0.003, -0.001, -0.018], [-0.024, 0.033, -0.048], [0.013, -0.010, 0.020], [-0.021, 0.003, -0.014], [0.036, -0.004, 0.002], [0.012, 0.036, -0.048], [-0.035, -0.018, 0.022], [0.017, -0.021, -0.007], [-0.057, 0.027, -0.016], [0.025, -0.005, 0.030], [0.013, -0.035, -0.004], [0.000, -0.007, 0.017], [-0.015, 0.005, 0.029], [-0.008, 0.027, 0.001], [-0.001, 0.016, -0.028], [-0.024, -0.004, -0.004], [0.026, -0.008, -0.036], [0.043, -0.009, 0.000], [0.015, 0.004, -0.034], [-0.001, 0.002, -0.006], [-0.045, 0.003, -0.007], [-0.015, -0.013, 0.028], [0.081, 0.016, -0.133], [-0.119, 0.016, 0.113], [0.143, 0.106, 0.241], [0.189, 0.348, 0.123], [0.007, 0.146, 0.084], [0.080, -0.125, 0.163], [-0.030, 0.056, -0.033], [0.061, 0.116, -0.041], [-0.249, -0.023, -0.028], [0.016, -0.158, -0.178], [0.038, -0.026, 0.059], [0.043, 0.027, -0.060], [0.028, 0.085, 0.004], [-0.025, 0.033, -0.036], [-0.214, 0.019, 0.060], [-0.057, 0.042, -0.020], [-0.027, 0.079, 0.012], [0.003, -0.066, -0.062], [-0.021, -0.016, -0.005], [-0.062, 0.000, -0.013], [-0.060, -0.036, -0.046], [0.083, -0.064, -0.026], [0.035, -0.010, 0.082], [-0.017, -0.021, -0.006], [0.030, -0.082, 0.012], [-0.025, -0.002, -0.017], [-0.025, -0.025, -0.008], [0.004, -0.005, -0.005], [-0.046, -0.008, 0.048], [-0.055, 0.003, -0.025], [0.001, -0.015, 0.041], [-0.033, 0.026, 0.020], [0.024, -0.066, 0.000], [0.026, -0.007, 0.042], [-0.011, 0.007, 0.025], [0.051, -0.011, 0.052], [0.063, -0.009, -0.066], [0.006, 0.004, -0.022], [-0.004, -0.033, -0.066], [-0.016, 0.014, -0.031], [0.061, -0.027, 0.056], [0.034, 0.004, 0.055], [-0.001, -0.079, -0.045], [0.035, 0.035, 0.033]],
  "mulliken_spin": [1.962, 0.094, 0.231, 0.230, 0.002, 0.001, 0.218, -0.021, 0.010, 0.004, 0.000, 0.001, 0.000, 0.002, 0.207, 0.195, -0.028, 0.013, 0.006, 0.001, 0.000, 0.001, 0.002, -0.002, 0.006, 0.006, -0.001, -0.002, 0.005, 0.000, 0.000, 0.000, 0.000, 0.000, 0.005, 0.004, -0.007, 0.000, 0.000, 0.000, -0.001, 0.129, -0.003, 0.193, 0.126, 0.037, 0.095, 0.033, 0.007, 0.073, 0.023, 0.007, 0.007, -0.005, 0.088, 0.007, 0.029, 0.009, 0.008, -0.004, -0.006, 0.008, -0.003, -0.002, 0.002, 0.000, -0.001, 0.000, -0.001, 0.001, -0.002, 0.002, 0.005, 0.000, 0.000, 0.000, -0.002, 0.002, 0.000, -0.003, -0.006, 0.005, -0.001, 0.001, -0.002]
}